one.
{"formula": "C5H8N2O2", "method": "ωB97M-V/def2-TZVPD", "gap_ha": 0.3443, "lumo_ev": 0.592, "species": ["C", "C", "N", "C", "C", "O", "H", "H", "H", "H", "H", "H", "H", "N", "C", "O", "H"], "xyz": [[2.148, -0.068, -0.392], [1.660, -0.458, 0.795], [0.501, 0.031, 1.390], [-0.636, -0.110, 0.870], [-0.987, -1.046, -0.174], [-1.710, 0.470, 1.458], [3.083, -0.315, -0.651], [1.555, 0.489, -1.176], [2.060, -1.116, 1.533], [-0.355, -1.786, 0.050], [-0.667, -0.616, -1.043], [-2.091, -1.217, -0.207], [-1.402, 1.029, 2.128], [-0.728, 1.922, -0.581], [-0.595, 3.112, -0.453], [-0.120, 4.150, -0.282], [-1.591, 1.301, -0.546]]}

=====

two.
{"formula": "C5H8N2O2", "method": "ωB97M-V/def2-TZVPD", "gap_ha": 0.3724, "lumo_ev": 0.705, "species": ["O", "N", "N", "C", "C", "C", "O", "C", "C", "H", "H", "H", "H", "H", "H", "H", "H"], "xyz": [[1.479, 0.422, -2.787], [1.775, -0.037, -1.723], [0.772, -0.056, -0.804], [-0.546, 0.614, -1.104], [-0.954, 1.038, 0.266], [-1.076, -0.093, 1.332], [-1.837, -0.146, 2.285], [-0.057, -1.172, 1.025], [1.118, -0.600, 0.420], [-0.504, 1.449, -1.823], [-1.210, -0.168, -1.483], [-1.892, 1.674, 0.304], [-0.200, 1.782, 0.691], [0.150, -1.775, 1.888], [-0.469, -1.842, 0.315], [1.552, 0.201, 1.040], [1.899, -1.290, 0.157]]}

=====

Quick one: least stable of them? two

=====

one.
{"formula": "C4H10N4O", "method": "ωB97M-V/def2-TZVPD", "gap_ha": 0.2643, "lumo_ev": 0.740, "species": ["C", "C", "N", "C", "N", "N", "C", "N", "O", "H", "H", "H", "H", "H", "H", "H", "H", "H", "H"], "xyz": [[-1.123, -1.012, 0.055], [1.202, 1.765, 1.126], [0.828, 0.473, 0.576], [-1.049, 0.308, 0.426], [-0.521, -2.037, 0.847], [-1.818, -1.375, -1.117], [0.986, 0.126, -0.999], [0.995, 1.012, -1.886], [-1.736, 1.292, 0.260], [1.205, -0.299, 1.116], [-0.187, -2.816, 0.290], [-1.182, -2.366, 1.545], [-2.268, -0.577, -1.550], [-1.206, -1.842, -1.781], [0.440, 1.843, -1.689], [1.510, -0.818, -1.081], [1.824, 2.348, 0.444], [1.737, 1.556, 2.053], [0.365, 2.420, 1.365]]}

=====

two.
{"formula": "C4H10N4O", "method": "ωB97M-V/def2-TZVPD", "gap_ha": 0.2965, "lumo_ev": 0.702, "species": ["H", "N", "C", "N", "C", "C", "N", "N", "C", "O", "H", "H", "H", "H", "H", "H", "H", "H", "H"], "xyz": [[1.333, 0.570, -2.754], [0.893, -0.258, -2.365], [0.398, -0.229, -1.241], [-0.676, 0.824, -0.301], [-1.984, 1.205, -0.759], [-0.290, -0.475, 0.052], [-1.099, -1.621, 0.128], [1.089, -0.490, 0.682], [1.717, 0.730, 1.163], [1.120, -1.479, 1.710], [-1.999, 2.270, -0.992], [-2.271, 0.665, -1.676], [-2.753, 0.983, -0.010], [-0.868, -2.322, 0.821], [-2.081, -1.414, 0.262], [2.750, 0.532, 1.450], [1.733, 1.454, 0.353], [1.163, 1.148, 2.008], [1.824, -2.093, 1.465]]}

=====

three.
{"formula": "C4H10N4O", "method": "ωB97M-V/def2-TZVPD", "gap_ha": 0.3290, "lumo_ev": 0.132, "species": ["C", "C", "C", "C", "H", "H", "H", "H", "H", "H", "H", "H", "H", "H", "N", "N", "N", "N", "O"], "xyz": [[-0.897, 1.320, 2.796], [0.615, 0.383, 0.952], [1.944, -1.131, -0.642], [-1.790, -0.498, -2.697], [-0.615, 2.681, 2.556], [-2.244, 1.161, 3.097], [-0.296, 0.731, 3.610], [-1.023, 1.301, 0.242], [2.948, -0.564, -0.340], [1.891, -1.856, 0.178], [2.119, -1.994, -1.457], [-2.903, 0.156, -2.890], [-0.887, -0.460, -3.795], [-2.197, -2.081, -2.730], [-0.610, 0.694, 1.405], [0.691, -0.263, -0.432], [-0.105, -0.619, -1.446], [-1.194, 0.114, -1.493], [1.563, 0.124, 1.605]]}

=====

four.
{"formula": "C4H10N4O", "method": "ωB97M-V/def2-TZVPD", "gap_ha": 0.3546, "lumo_ev": 0.749, "species": ["H", "N", "C", "C", "N", "N", "C", "N", "C", "O", "H", "H", "H", "H", "H", "H", "H", "H", "H"], "xyz": [[1.182, -1.651, -1.725], [0.328, -2.050, -1.313], [-0.165, -1.171, -0.497], [0.489, 0.232, -0.448], [-0.269, 1.263, -0.939], [1.683, 0.276, 0.040], [2.350, 1.567, 0.051], [-1.323, -1.388, 0.236], [-1.385, -0.949, 1.626], [-2.444, -0.934, -0.490], [-1.269, 1.064, -0.979], [-0.055, 2.191, -0.601], [2.454, 1.981, -0.958], [1.823, 2.286, 0.686], [3.357, 1.444, 0.460], [-1.310, 0.136, 1.732], [-2.324, -1.267, 2.085], [-0.586, -1.408, 2.219], [-2.537, -1.621, -1.185]]}

=====

Quick one: least stable of them? three

=====

one.
{"formula": "C3H7INO", "method": "ωB97M-V/def2-TZVPD", "gap_ha": [0.2726, 0.3164], "charge": 1, "lumo_ev": [-4.481, -3.959], "species": ["C", "C", "C", "N", "O", "I", "H", "H", "H", "H", "H", "H", "H"], "xyz": [[0.915, 0.334, 0.844], [0.805, 2.798, 1.499], [-1.020, -0.187, -0.799], [0.435, -0.267, -0.413], [0.670, 1.638, 0.806], [1.043, 4.436, 0.191], [1.093, -0.154, 1.739], [1.143, 2.770, 2.614], [-1.493, -1.085, -0.264], [-1.600, 0.729, -0.564], [-1.165, -0.204, -1.852], [0.981, 0.079, -1.191], [0.852, -1.221, -0.309]]}

=====

two.
{"formula": "C3H7INO", "method": "ωB97M-V/def2-TZVPD", "gap_ha": 0.3134, "charge": 1, "lumo_ev": -4.133, "species": ["C", "C", "C", "N", "O", "I", "H", "H", "H", "H", "H", "H", "H"], "xyz": [[-0.673, 1.199, 0.293], [1.442, -0.642, 0.032], [-1.469, 0.489, -0.492], [0.464, -1.497, -0.015], [0.641, 1.276, -0.080], [-3.428, -0.056, -0.004], [-0.990, 1.640, 1.226], [1.889, -0.380, 0.984], [2.001, -0.409, -0.864], [1.102, 1.969, 0.416], [-1.130, 0.110, -1.444], [0.019, -1.818, 0.837], [0.133, -1.881, -0.890]]}

=====

three.
{"formula": "C3H7INO", "method": "ωB97M-V/def2-TZVPD", "gap_ha": 0.3375, "charge": 1, "lumo_ev": -4.681, "species": ["C", "C", "N", "C", "I", "O", "H", "H", "H", "H", "H", "H", "H"], "xyz": [[0.882, -0.797, -1.024], [-0.431, -0.756, -0.162], [-0.798, 0.718, -0.122], [-0.478, 0.644, 1.351], [1.570, 1.698, 1.722], [-0.118, -0.727, 1.220], [1.591, -0.005, -0.890], [0.482, -0.834, -2.073], [1.376, -1.754, -0.668], [-1.201, -1.336, -0.468], [-0.095, 1.231, -0.767], [-1.751, 1.027, -0.317], [-1.029, 0.890, 2.198]]}

=====

four.
{"formula": "C3H7INO", "method": "ωB97M-V/def2-TZVPD", "gap_ha": 0.3140, "charge": 1, "lumo_ev": -5.803, "species": ["C", "C", "C", "N", "O", "I", "H", "H", "H", "H", "H", "H", "H"], "xyz": [[0.683, -1.086, 0.818], [0.922, -0.954, -0.638], [-0.852, 1.514, -0.249], [0.681, 0.207, 0.187], [-1.856, 1.150, 0.458], [-3.169, -0.325, -0.057], [-0.268, -1.464, 1.165], [1.514, -1.294, 1.480], [1.915, -1.079, -1.049], [0.125, -1.224, -1.318], [-0.366, 2.398, 0.155], [-0.799, 1.337, -1.321], [1.470, 0.820, 0.370]]}

=====

Quick one: least stable of them? one